Entry 1:
{"formula": "C22H21FN4O4", "method": "ωB97M-V/def2-TZVPD", "species": ["O", "C", "N", "H", "C", "C", "C", "C", "C", "O", "H", "H", "H", "H", "H", "C", "N", "C", "O", "C", "H", "C", "C", "O", "N", "C", "N", "C", "C", "C", "C", "H", "H", "H", "H", "H", "H", "H", "H", "C", "C", "C", "C", "C", "C", "H", "H", "H", "F", "H", "H", "H"], "positions_angstrom": [[-2.80123, -3.31162, -0.28442], [-1.59083, -3.25935, -0.25934], [-0.84958, -3.04970, 0.84081], [0.15545, -2.94937, 0.73217], [-1.43159, -2.69179, 2.12035], [-1.00781, -1.32153, 2.53404], [0.08665, -0.88602, 3.22421], [-0.01862, 0.52442, 3.28361], [-1.16252, 0.83796, 2.61779], [-1.76295, -0.26858, 2.16038], [-1.63883, 1.77533, 2.41297], [0.66118, 1.20129, 3.75931], [0.86338, -1.49269, 3.64311], [-1.11885, -3.41849, 2.87693], [-2.51692, -2.72871, 1.99478], [-0.72821, -3.44520, -1.51865], [-0.14923, -2.17736, -1.94530], [1.01797, -1.77586, -1.39414], [1.55170, -2.41489, -0.49785], [1.69985, -0.57215, -2.01707], [2.35832, -0.95850, -2.79979], [2.52459, 0.16769, -0.96647], [1.64841, 1.09319, -0.13716], [0.46170, 1.23332, -0.32510], [2.35755, 1.76434, 0.81507], [1.91961, 2.75153, 1.69211], [2.80279, 3.03498, 2.64360], [2.49663, 3.96849, 3.52776], [1.30388, 4.67087, 3.50912], [0.39323, 4.38188, 2.50170], [0.69591, 3.40821, 1.56887], [0.01994, 3.15368, 0.77164], [-0.54413, 4.91501, 2.44161], [1.09539, 5.42279, 4.25318], [3.25053, 4.15431, 4.28142], [3.31627, 1.49024, 0.98822], [2.99730, -0.56523, -0.30760], [3.30519, 0.76625, -1.44016], [0.97570, 0.10020, -2.47240], [-0.96321, -1.38484, -2.79628], [-1.53306, -0.21130, -2.31744], [-2.35550, 0.50976, -3.16279], [-2.63628, 0.09573, -4.45317], [-2.06468, -1.07871, -4.90986], [-1.23108, -1.81812, -4.08962], [-0.78260, -2.73115, -4.45092], [-2.26990, -1.41912, -5.91296], [-3.29041, 0.68487, -5.07557], [-2.90643, 1.65251, -2.71499], [-1.33047, 0.14482, -1.31941], [0.08669, -4.14260, -1.30778], [-1.36087, -3.83077, -2.31852]], "homo_ev": -8.358, "smiles": "O=C(CN(C(=O)CCC(=O)Nc1ccccn1)c1cccc(F)c1)NCc1ccco1", "gap_ha": 0.3323, "spin_multiplicity": 1}

=====

Entry 2:
{"formula": "C24H64BrClN8O9S", "method": "ωB97M-V/def2-TZVPD", "species": ["N", "C", "N", "N", "C", "C", "O", "S", "O", "O", "O", "C", "Cl", "Br", "H", "H", "H", "H", "H", "H", "H", "H", "H", "C", "C", "C", "O", "C", "N", "H", "H", "H", "H", "H", "H", "H", "H", "H", "H", "H", "C", "C", "C", "O", "C", "N", "H", "H", "H", "H", "H", "H", "H", "H", "H", "H", "H", "C", "C", "C", "O", "C", "N", "H", "H", "H", "H", "H", "H", "H", "H", "H", "H", "H", "C", "C", "C", "O", "C", "N", "H", "H", "H", "H", "H", "H", "H", "H", "H", "H", "H", "C", "C", "C", "O", "C", "N", "H", "H", "H", "H", "H", "H", "H", "H", "H", "H", "H"], "positions_angstrom": [[1.13266, 1.99102, -2.14729], [-0.00947, 1.16646, -1.77346], [-1.16452, 1.97718, -1.42001], [-0.43567, 0.33203, -2.89207], [0.45503, 0.24702, -0.62326], [1.71403, -0.50513, -1.00117], [2.84361, 0.11850, -0.32601], [4.07244, -0.84842, -0.49775], [4.48567, -0.87335, -1.85380], [4.97476, -0.67408, 0.57305], [3.21711, -2.17672, -0.17932], [1.88492, -2.01915, -0.60330], [0.89880, -2.58202, 0.74917], [1.55243, -3.13580, -2.15174], [1.46016, 2.52303, -1.34526], [0.82065, 2.65139, -2.85734], [-2.00271, 1.42204, -1.22235], [-0.96345, 2.53859, -0.59843], [0.36652, 0.13116, -3.48173], [-1.04769, 0.90701, -3.46437], [-0.34869, -0.43266, -0.34915], [0.68859, 0.85811, 0.25419], [1.89542, -0.43572, -2.07191], [1.43543, 1.47560, -6.32490], [0.10826, 2.22470, -6.29488], [-0.15086, 3.08434, -7.53662], [0.60578, 4.27745, -7.58867], [1.89509, 4.16399, -8.15757], [0.02335, 2.99384, -5.05007], [2.27277, 2.14796, -6.13527], [1.45744, 0.71121, -5.54842], [1.59585, 0.98967, -7.28872], [-0.69699, 1.48156, -6.27024], [-1.19647, 3.40158, -7.52477], [0.01123, 2.49543, -8.44921], [1.89866, 3.44734, -8.98555], [2.64720, 3.85558, -7.42733], [2.16603, 5.14629, -8.54175], [-0.90274, 3.40090, -4.95477], [0.65007, 3.79098, -5.13589], [4.95744, -1.10812, 5.07037], [4.28839, -1.00495, 3.70496], [3.00804, -0.16167, 3.69221], [1.86338, -0.81505, 4.22241], [1.72358, -0.73853, 5.62468], [4.05962, -2.35199, 3.17329], [4.40873, -1.78049, 5.73257], [5.96355, -1.51129, 4.95926], [5.02630, -0.13067, 5.55170], [4.97768, -0.49490, 3.02874], [2.75759, 0.04550, 2.64697], [3.16442, 0.80108, 4.19327], [2.06299, 0.23186, 6.00310], [2.28022, -1.52438, 6.14270], [0.66450, -0.85452, 5.85505], [3.70445, -2.27672, 2.22578], [3.30016, -2.76666, 3.70693], [-3.24520, 0.57312, 1.48535], [-4.32533, -0.00766, 0.57873], [-4.99112, -1.27606, 1.13061], [-4.18252, -2.43161, 0.99839], [-3.22252, -2.62523, 2.01621], [-3.75836, -0.21919, -0.75862], [-2.33012, -0.01924, 1.44759], [-2.99336, 1.58319, 1.16080], [-3.57828, 0.61946, 2.52323], [-5.11504, 0.74477, 0.48549], [-5.89122, -1.47954, 0.54482], [-5.29811, -1.14359, 2.17528], [-3.61522, -2.36237, 3.00368], [-2.31537, -2.04823, 1.82453], [-2.95855, -3.68261, 2.01290], [-4.49288, -0.44569, -1.42114], [-3.17559, -1.05359, -0.72104], [6.66301, 3.46073, 1.89196], [5.33572, 3.03939, 1.27289], [4.79535, 4.01500, 0.22240], [4.23994, 5.20785, 0.74641], [5.16027, 6.24943, 0.99728], [4.37481, 2.77229, 2.34602], [6.52848, 4.27645, 2.60408], [7.09909, 2.62253, 2.43446], [7.37265, 3.78562, 1.12880], [5.49796, 2.09596, 0.74668], [3.97694, 3.52454, -0.31244], [5.57590, 4.25784, -0.51130], [5.95052, 6.26890, 0.23910], [5.62745, 6.16488, 1.98178], [4.60884, 7.18795, 0.95386], [3.52071, 2.38468, 1.95539], [4.10198, 3.66420, 2.75090], [-7.58790, -6.74603, 0.96379], [-6.68684, -5.52209, 0.85469], [-6.23790, -4.94652, 2.20156], [-7.24334, -4.23973, 2.90907], [-8.09136, -5.02795, 3.71782], [-7.32969, -4.52181, 0.00092], [-8.59702, -6.46608, 1.26946], [-7.66672, -7.23776, -0.00507], [-7.19780, -7.46407, 1.68752], [-5.76622, -5.82546, 0.34427], [-5.46044, -4.20970, 1.99835], [-5.82183, -5.73843, 2.83932], [-7.53996, -5.85424, 4.17947], [-8.93359, -5.44348, 3.15868], [-8.48181, -4.38373, 4.50485], [-6.67485, -3.76802, -0.18279], [-8.09498, -4.10022, 0.51960]], "homo_ev": -8.737, "gap_ha": 0.3362, "spin_multiplicity": 1}

=====

Entry 3:
{"formula": "C2H2FN3", "method": "ωB97M-V/def2-TZVPD", "species": ["C", "C", "N", "N", "N", "F", "H", "H"], "positions_angstrom": [[0.62044, -0.54701, -0.13746], [0.26961, 1.97973, -0.00648], [0.71353, -1.67307, 0.13997], [0.07778, 3.17157, -0.01977], [0.55594, 0.77909, -0.13624], [-1.52597, -3.68641, -0.49064], [-0.01189, 3.93728, 0.68237], [-0.69943, -3.96118, -0.03175]], "homo_ev": -10.422, "relative_energy_kj_mol": 118.5, "smiles": "N#CN=C=N.F", "gap_ha": 0.3984, "spin_multiplicity": 1}

=====

Entry 4:
{"formula": "C5H15NS2", "method": "ωB97M-V/def2-TZVPD", "species": ["C", "C", "N", "C", "H", "H", "H", "H", "H", "H", "H", "H", "H", "C", "C", "S", "S", "H", "H", "H", "H", "H", "H"], "positions_angstrom": [[0.11240, -2.50562, 0.49205], [0.88855, -2.12842, 1.70853], [1.87789, -1.07550, 1.35971], [2.47572, -0.43313, 2.51270], [-0.51023, -3.39703, 0.72854], [0.77721, -2.59467, -0.36829], [-0.59310, -1.65626, 0.26308], [1.49067, -2.98796, 2.06305], [0.16732, -1.78036, 2.48177], [1.48953, -0.37888, 0.71837], [2.74616, 0.61050, 2.23456], [1.72246, -0.28952, 3.36456], [3.29681, -1.10366, 2.90596], [-1.38345, 1.79458, 1.35055], [-1.53384, 1.20696, -0.05814], [-0.07620, 0.88994, -1.00045], [-1.05054, 0.74082, -2.83897], [-1.07993, 2.88310, 1.32259], [-0.62898, 1.28747, 1.95022], [-2.34836, 1.68260, 1.88383], [-2.16816, 1.89992, -0.62189], [-1.99794, 0.24290, 0.02666], [-0.83716, -0.58788, -3.07444]], "homo_ev": -8.626, "relative_energy_kj_mol": 79.4, "smiles": "CCNC.CCSS", "gap_ha": 0.3306, "spin_multiplicity": 1}

=====

Entry 5:
{"formula": "C5H12N2", "method": "ωB97M-V/def2-TZVPD", "species": ["C", "C", "C", "C", "C", "N", "N", "H", "H", "H", "H", "H", "H", "H", "H", "H", "H", "H", "H"], "positions_angstrom": [[-2.75477, 0.50825, 1.23520], [-2.88757, -0.18926, 0.06043], [0.50857, 0.40031, 0.08312], [3.20944, 0.01968, 0.57529], [1.83116, 0.04671, -0.75099], [2.80331, -1.00957, -0.20644], [-2.32899, 0.00103, -1.15953], [-2.87463, 1.56074, 1.10326], [-1.88704, -0.30415, 0.85235], [-2.98399, 0.17150, 2.22842], [-3.56514, -1.00575, 0.21372], [-0.22009, 0.92669, -0.52089], [0.55970, 0.91223, 1.06014], [4.09860, 0.52351, 0.16832], [3.23821, -0.07704, 1.63026], [2.28176, 0.96924, -1.11045], [1.51779, -0.46793, -1.73936], [-2.93533, -0.29368, -1.87692], [0.00901, -0.56968, 0.33461]], "homo_ev": [-11.414, -11.393], "relative_energy_kj_mol": 888.7, "charge": 1, "gap_ha": [0.1660, 0.1483], "spin_multiplicity": 2}

=====

Entry 6:
{"formula": "C6H16O2", "method": "ωB97M-V/def2-TZVPD", "species": ["C", "C", "C", "O", "H", "H", "H", "H", "H", "H", "H", "H", "C", "C", "C", "O", "H", "H", "H", "H", "H", "H", "H", "H"], "positions_angstrom": [[17.23868, 18.76081, 13.91017], [17.15133, 18.77460, 12.34989], [17.85397, 19.94635, 11.63281], [17.74457, 17.59001, 11.92263], [16.39044, 18.38176, 14.48019], [17.21374, 19.75807, 14.34942], [18.22707, 18.38579, 14.17575], [16.12904, 18.77239, 11.97170], [18.87039, 20.12908, 11.98153], [17.23868, 20.83650, 11.76382], [18.13965, 19.64601, 10.62470], [17.58916, 17.47723, 10.98202], [12.02094, 18.95307, 13.69417], [11.94093, 20.44870, 13.35850], [12.58234, 21.41998, 14.32933], [12.64325, 20.57934, 12.12792], [11.61544, 18.90164, 14.70463], [13.03947, 18.56487, 13.69346], [11.49530, 18.25447, 13.04320], [10.90055, 20.71770, 13.17588], [12.69747, 22.34705, 13.76775], [13.59290, 21.13873, 14.62558], [11.86834, 21.42057, 15.15293], [13.00297, 21.46929, 12.14123]], "homo_ev": -9.994, "relative_energy_kj_mol": 111.2, "smiles": "CC(C)O.CC(C)O", "gap_ha": 0.3958, "spin_multiplicity": 1}

=====

no.,total energy (Eh)
1,-1470.8610
2,-5500.3444
3,-341.4816
4,-1050.5942
5,-306.6128
6,-388.6384